# 1
C28H58GeO5RuSSbSi3 | wB97M-V/def2-TZVPD

Summary:
Energy above the lowest of the compared OMol25 structures with the same formula, charge and spin ... 0.0 kcal/mol
Net charge ... +1
2S+1 ... 5
⟨S²⟩ ... 6.011
E_HOMO (alpha / beta) ... -0.396 / -0.410 Eh

Geometry (Å):
Ru1 -0.023677 -0.254166 0.274762
C1 1.300897 -2.351948 4.088657
C2 0.491870 -2.366997 2.794047
C3 1.094633 -3.436285 1.827333
C4 -0.967062 -2.631268 2.945508
O1 0.671179 -1.084373 2.218966
Ge1 2.294338 0.066411 2.448973
O2 3.254297 -0.957937 1.204145
C5 4.649590 -1.072013 1.426125
C6 4.975812 -1.643577 2.826712
C7 5.367611 0.320551 1.333893
C8 5.219977 -2.038319 0.366209
O3 1.503742 1.074887 0.936215
C9 1.545028 2.469926 0.845336
C10 0.846368 3.110222 2.011693
C11 3.045575 2.899333 0.789185
C12 0.737358 2.797137 -0.417787
H1 1.326202 -3.232621 4.726682
H2 0.977506 -1.495484 4.784493
H3 2.340441 -2.081463 3.822827
H4 1.211107 -4.430889 2.301054
H5 2.132143 -3.104224 1.521692
H6 0.514504 -3.401399 0.921791
H7 -1.153316 -3.645242 3.455439
H8 -1.452861 -2.656841 1.970924
H9 -1.414890 -1.844257 3.547409
H10 4.906268 -0.893678 3.625978
H11 5.996857 -2.007114 2.826874
H12 4.288581 -2.445260 3.120985
H13 5.064076 0.859788 2.288566
H14 5.060055 0.954648 0.490580
H15 6.458425 0.232660 1.443274
H16 5.012077 -3.029668 0.563064
H17 6.293363 -1.949436 0.149381
H18 2.680656 -1.448463 -0.312208
H19 1.357560 2.847842 2.949336
H20 -0.210904 2.931084 1.988642
H21 1.003108 4.224392 1.800346
H22 3.530390 2.826221 1.820146
H23 3.061736 3.920566 0.453251
H24 3.593410 2.285835 0.085747
H25 -0.246236 2.376487 -0.297285
H26 1.208852 2.155262 -1.232421
H27 0.652427 3.828877 -0.788170
O4 6.055897 -0.643563 -1.900621
C13 4.896767 -0.890647 -1.693742
O5 4.468504 -1.857360 -0.878552
C14 3.792011 -0.196704 -2.463246
C15 4.269681 0.666471 -3.424669
C16 3.482552 1.280865 -4.426493
C17 2.109417 1.054441 -4.293923
C18 1.551133 0.271595 -3.289144
C19 2.392642 -0.348455 -2.336406
S1 1.620070 -1.508478 -1.258095
H28 5.312181 0.808731 -3.479829
H29 3.869776 1.847744 -5.242638
H30 1.378375 1.521746 -4.975497
H31 0.500724 0.049627 -3.369498
C20 -2.762557 3.571921 -0.832517
Si1 -2.885430 2.117887 -2.004715
C21 -1.512586 2.167272 -3.253367
C22 -4.548261 1.876380 -2.825373
Sb1 -2.696376 0.088251 -0.393815
Si2 -4.184609 0.574337 1.586726
C23 -4.419553 -0.993929 2.548845
C24 -5.822091 1.329037 1.038504
C25 -3.030134 1.756301 2.432657
Si3 -3.415532 -1.863554 -1.822435
C26 -2.630218 -1.832278 -3.540302
C27 -2.914325 -3.407775 -0.903743
C28 -5.269958 -1.973322 -2.131568
H32 -3.336287 4.436331 -1.213503
H33 -1.739515 3.817183 -0.593636
H34 -3.267239 3.369429 0.116785
H35 -0.657692 2.784264 -3.051884
H36 -1.881716 2.562493 -4.194098
H37 -1.192393 1.157949 -3.467368
H38 -4.873122 2.779563 -3.315063
H39 -5.390924 1.464674 -2.192630
H40 -4.372154 1.131722 -3.636093
H41 -4.774885 -1.777581 1.874291
H42 -5.057589 -0.842050 3.438934
H43 -3.431822 -1.258806 2.940823
H44 -6.532572 0.624649 0.570762
H45 -5.713233 2.235116 0.381489
H46 -6.427032 1.680923 1.931436
H47 -2.131073 1.292678 2.873250
H48 -3.473619 2.361798 3.237567
H49 -2.623012 2.455867 1.704487
H50 -1.586036 -1.986235 -3.537144
H51 -2.847986 -0.836531 -3.954218
H52 -3.243486 -2.567540 -4.001373
H53 -1.838085 -3.396407 -0.882256
H54 -3.244598 -4.324440 -1.397297
H55 -3.287903 -3.357895 0.114108
H56 -5.612676 -1.011654 -2.502070
H57 -5.757304 -2.247284 -1.179927
H58 -5.513221 -2.693964 -2.880290

Forces on the atoms, in the same order (eV/Å):
Ru 0.2 -0.4 0.0
C 0.0 1.8 1.3
C 1.6 -1.3 -0.3
C 1.7 1.0 0.6
C -0.8 -1.3 1.2
O 0.1 1.3 -0.8
Ge -0.4 -0.1 -0.2
O 0.4 0.1 0.4
C 1.3 0.5 0.2
C -0.3 0.1 -0.1
C -0.8 0.2 1.6
C 0.0 1.4 -1.3
O -0.3 -1.8 0.5
C 0.5 1.0 -0.3
C 1.4 2.2 -0.2
C -0.8 -0.2 1.1
C 1.6 -1.2 -1.6
H -0.2 -0.3 -0.4
H 0.2 -1.1 -1.0
H -0.3 -0.4 0.2
H -0.5 0.5 -0.5
H -1.0 -0.3 0.5
H -0.4 -0.6 -0.4
H 0.3 1.5 -0.7
H -0.1 0.0 -0.1
H -0.2 0.0 0.2
H 0.0 0.0 -0.3
H 0.2 -0.2 0.1
H 0.3 -0.1 -0.4
H 0.2 -0.3 -1.2
H 0.4 -0.5 0.1
H -0.3 -0.1 -0.5
H -0.4 -2.1 0.9
H -0.3 0.3 0.3
H -1.0 -0.2 -0.1
H -0.5 0.1 -0.1
H -0.5 -0.3 0.3
H -0.4 -1.2 0.8
H -0.6 0.1 -1.3
H 0.3 0.6 0.0
H 0.0 -0.1 -0.2
H -0.6 0.0 0.2
H -0.5 1.0 0.6
H 0.3 -0.2 0.5
O -0.2 0.0 0.5
C 0.0 0.2 -0.9
O 0.3 0.3 0.7
C -0.5 0.1 0.5
C -0.6 0.9 -2.0
C -1.0 -1.3 2.2
C -0.6 0.7 -0.6
C 1.6 -0.3 0.2
C -0.3 -0.1 -1.3
S 0.2 0.0 0.7
H 1.1 0.0 0.1
H 0.4 0.3 -0.2
H 0.6 -0.3 0.1
H -0.2 0.0 0.5
C -1.3 0.2 0.1
Si -0.2 0.1 0.9
C -0.4 -0.2 -0.5
C -0.4 -1.3 0.1
Sb 0.7 0.0 -0.6
Si -0.6 0.2 0.1
C 0.3 0.2 0.3
C -0.9 1.0 0.4
C 0.5 0.6 0.7
Si -0.5 -1.0 -0.6
C -1.1 1.8 1.5
C -0.1 0.4 -0.2
C 0.5 0.9 1.1
H 0.6 -0.1 -0.1
H 0.2 0.3 -0.1
H 0.0 -0.1 -0.1
H 0.5 0.1 0.6
H -0.4 0.0 -0.3
H 0.2 -0.3 -0.1
H -0.2 0.4 -0.2
H 1.0 0.6 -0.5
H -0.2 0.4 0.4
H -0.2 -0.1 0.4
H 0.0 -0.2 -0.6
H -0.1 -0.2 -0.2
H 0.6 0.1 -0.1
H 0.0 -0.9 0.5
H 0.9 -0.3 -0.7
H -0.4 -0.3 -0.2
H -0.1 -0.2 -0.2
H -0.1 0.2 0.0
H 1.1 -0.5 -0.3
H 0.0 -0.3 -0.3
H 0.0 -0.8 -1.0
H 0.6 -0.3 0.2
H -0.1 0.1 0.1
H -0.1 -0.2 0.2
H -0.4 0.2 0.1
H -0.1 0.3 -0.5
H 0.0 -0.7 -0.5

Atom charges from the Löwdin analysis, given in e for atoms 1 to 5:
1 Ru 0.91
2 C -0.06
3 C -0.72
4 C -0.02
5 C -0.05


# 2
C28H58N3O13P2S | wB97M-V/def2-TZVPD

Summary:
Net charge ... +1
E_HOMO ... -0.393 Eh

Geometry (Å):
C1 1.261090 -0.948355 3.201787
C2 0.915155 0.449588 2.623320
C3 0.122967 0.443918 1.278364
C4 0.395624 -0.767624 0.397699
C5 1.874150 -0.714303 -0.028815
N1 -0.521279 -0.749721 -0.812090
C6 -1.863807 -0.974681 -0.408929
N2 -2.787613 -0.175103 -0.876251
P1 -2.617463 1.158413 -2.026346
P2 -1.584933 2.795519 -1.011408
O1 -1.800823 2.828749 0.431676
O2 -0.026769 2.738501 -1.430601
O3 -2.135881 4.127606 -1.672912
N3 -2.186079 -1.986095 0.470835
C7 -2.972011 -1.503350 1.640440
O4 -2.493424 -2.054795 2.827916
C8 -2.243861 -1.042973 3.815466
C9 -2.935190 -3.107287 -0.185174
O5 -3.254603 -4.109157 0.720397
C10 -2.157553 -4.875470 1.125463
C11 -1.948099 -5.020198 2.474924
C12 -0.906013 -5.776271 2.927230
C13 -0.053920 -6.417336 2.057991
C14 -0.263742 -6.276820 0.708692
C15 -1.314976 -5.518992 0.265802
S1 -0.134642 -1.979720 -1.934829
C16 1.125770 -1.410843 -3.093602
O6 -1.334182 -2.139855 -2.715710
O7 0.268983 -3.166964 -1.265621
H1 2.206878 -1.291607 2.779492
H2 1.382427 -0.833630 4.281383
H3 0.443991 -1.652370 3.030195
H4 0.285444 0.956551 3.360583
H5 1.798646 1.075310 2.478460
H6 -0.935496 0.615599 1.503491
H7 0.451481 1.319378 0.710765
H8 0.262653 -1.718315 0.922177
H9 2.210025 -1.668080 -0.440928
H10 2.529479 -0.416775 0.784362
H11 1.958331 0.013342 -0.846443
H12 -3.738826 -0.344958 -0.558907
H13 -1.705895 0.683014 -2.991140
H14 0.024752 2.567552 -2.383917
H15 -2.179748 4.827684 -1.002879
H16 -4.019121 -1.836297 1.550771
H17 -2.992756 -0.407130 1.694735
H18 -1.582344 -0.291854 3.368899
H19 -1.776064 -1.477275 4.695538
H20 -3.172156 -0.521547 4.081410
H21 -3.896959 -2.721208 -0.558860
H22 -2.403473 -3.543143 -1.031047
H23 -2.625188 -4.537463 3.169670
H24 -0.746767 -5.915694 3.992021
H25 0.772614 -7.026955 2.403245
H26 0.399385 -6.784057 0.017779
H27 -1.455714 -5.449360 -0.811764
H28 1.961040 -2.107864 -3.022760
H29 0.697013 -1.456443 -4.093561
H30 1.408901 -0.394105 -2.822575
C17 -1.198095 10.983312 -4.218428
O8 -1.590648 9.783987 -3.583908
C18 -1.914750 9.960631 -2.214009
C19 -3.049852 9.048002 -1.799145
O9 -4.327547 9.452527 -2.265946
C20 -4.614847 9.275628 -3.648360
C21 -4.792671 7.831834 -4.067234
O10 -3.535387 7.177990 -4.182731
C22 -3.601569 5.804936 -3.882039
H31 -0.239026 11.336526 -3.824065
H32 -1.087303 10.779305 -5.282086
H33 -1.957857 11.762197 -4.093442
H34 -2.192302 10.999490 -2.008078
H35 -1.020982 9.709872 -1.626873
H36 -3.120149 9.090705 -0.708840
H37 -2.841608 8.008517 -2.062992
H38 -3.878252 9.783570 -4.271899
H39 -5.569033 9.783462 -3.804495
H40 -5.276111 7.800434 -5.051874
H41 -5.432465 7.319955 -3.339533
H42 -4.031129 5.645832 -2.885790
H43 -2.585983 5.414242 -3.882256
H44 -4.191591 5.268166 -4.634504
C23 6.048724 -5.717687 4.720679
O11 5.510254 -4.901040 3.701781
C24 6.478745 -4.059347 3.094989
C25 6.197701 -3.879042 1.618041
O12 6.518867 -5.008126 0.818300
C26 5.665376 -6.142798 0.901043
C27 4.302038 -5.941182 0.274788
O13 3.463096 -5.170786 1.124560
C28 2.536063 -4.386342 0.414048
H45 6.362872 -5.113436 5.578729
H46 5.271329 -6.408565 5.042927
H47 6.897863 -6.301796 4.350145
H48 7.486916 -4.466183 3.224548
H49 6.425231 -3.081087 3.591277
H50 6.851848 -3.081079 1.256955
H51 5.171117 -3.549203 1.445235
H52 5.582832 -6.500304 1.928167
H53 6.177372 -6.922363 0.332507
H54 3.823860 -6.919093 0.131232
H55 4.420164 -5.455707 -0.700770
H56 3.047845 -3.741881 -0.313525
H57 2.018528 -3.749413 1.133353
H58 1.801085 -5.013345 -0.096394

Forces on the atoms, in the same order (eV/Å):
C 0.0 1.0 0.0
C -0.5 -0.5 -0.2
C 0.2 0.3 0.2
C 1.1 -0.2 0.7
C -0.6 0.0 -1.3
N 0.3 -0.4 0.2
C 0.0 -0.1 -0.1
N 1.2 0.4 0.2
P -1.7 0.4 -1.1
P 1.2 1.0 1.0
O 0.0 -0.7 0.3
O -0.8 -0.3 -0.3
O 0.0 -0.6 -0.6
N -0.4 0.6 0.4
C -0.9 -0.3 0.6
O 0.3 0.5 0.1
C -0.1 0.5 -0.5
C -0.6 -1.1 -0.6
O 0.4 0.5 0.0
C -0.1 0.0 0.6
C -1.0 0.6 0.6
C 0.6 -0.6 1.1
C 0.5 -0.3 0.0
C 0.5 -0.5 0.1
C -0.3 0.2 -2.1
S -0.8 -1.3 -1.8
C 0.0 0.3 0.7
O -0.5 0.9 0.0
O 0.9 0.1 0.7
H -0.2 -0.4 0.1
H 0.1 -0.2 -0.1
H 0.2 -0.1 0.0
H 0.1 0.2 -0.2
H 0.1 -0.2 0.3
H 0.0 -0.2 -0.2
H -0.3 0.0 0.0
H -0.4 0.2 -0.1
H 0.1 0.0 0.3
H -0.2 0.0 0.0
H 0.2 0.2 0.4
H 0.1 0.0 -0.1
H 0.3 -0.2 0.5
H 0.4 0.2 0.1
H -0.1 0.0 0.0
H 0.2 0.0 -0.3
H 0.3 -0.1 -0.2
H 0.1 -0.1 0.3
H -0.1 -0.2 -0.2
H 0.1 -0.3 0.2
H 0.1 0.0 0.1
H 0.4 0.5 0.1
H 0.1 0.0 -0.1
H -0.1 0.2 -0.1
H -0.1 0.1 0.1
H -0.2 0.1 -0.1
H -0.1 0.1 0.1
H 0.0 0.2 0.2
H -0.2 0.0 0.2
H 0.2 -0.1 -0.2
C 0.1 -0.1 0.0
O -0.3 0.1 -0.1
C 0.2 -0.3 -0.2
C -0.1 0.1 0.2
O 0.0 -0.1 0.0
C -0.1 0.1 0.0
C 0.2 0.1 -0.3
O 0.1 -0.1 0.3
C 0.0 0.2 -0.2
H 0.0 0.1 0.0
H 0.0 -0.1 0.0
H 0.0 0.0 0.0
H 0.0 0.0 0.0
H -0.1 0.1 0.2
H 0.0 0.1 0.0
H 0.1 0.0 -0.2
H 0.1 -0.2 0.0
H 0.0 0.0 0.1
H -0.2 0.0 0.1
H 0.0 0.0 0.0
H -0.1 -0.1 0.0
H 0.0 0.0 -0.1
H -0.1 -0.1 0.1
C -0.1 0.1 0.0
O 0.1 -0.3 -0.2
C -0.4 0.1 0.1
C 0.1 0.1 -0.1
O -0.1 0.0 0.0
C 0.2 0.0 -0.1
C -0.2 -0.1 0.3
O 0.1 0.3 -0.1
C 0.1 -0.2 0.1
H 0.1 -0.1 0.0
H 0.0 0.1 0.0
H 0.0 0.0 0.0
H 0.0 0.0 0.0
H 0.2 0.1 -0.1
H 0.1 -0.1 0.0
H -0.1 -0.1 0.2
H -0.2 0.1 0.0
H 0.0 0.1 -0.1
H 0.1 0.0 -0.2
H 0.0 0.0 0.0
H 0.0 -0.1 -0.1
H -0.1 -0.1 0.0
H 0.0 0.2 -0.1

Atom charges from the Löwdin analysis, given in e for atoms 1 to 5:
1 C -0.08
2 C -0.21
3 C -0.17
4 C -0.34
5 C -0.02